Record 1
A molecular structure, C51H57Cl2N6O5P3Ru at a distorted geometry, computed with ωB97M-V with the def2-TZVPD basis set.

Geometry as XYZ:
```
125
Properties=species:S:1:pos:R:3:forces:R:3
Ru 0.20876 -0.18432 -0.55473 0.1 -0.5 0.2
C -2.69281 -0.22001 -2.29624 -0.2 0.1 0.2
N -2.71009 -0.42051 -0.80644 -0.3 -0.3 -0.2
P -1.89058 0.99211 -0.17521 0.1 -1.2 -0.7
C -3.07651 2.26050 -0.68058 0.5 0.3 -0.3
C -4.44452 2.03008 -0.53805 0.0 0.0 0.0
C -5.34532 2.99032 -0.96958 0.0 0.0 0.0
C -4.88717 4.17489 -1.54187 0.0 -0.1 0.0
C -3.52719 4.39632 -1.69647 0.0 0.0 0.0
C -2.61920 3.43413 -1.27268 0.1 -0.1 0.1
C -1.86384 1.07410 1.63007 0.0 0.2 0.0
C -0.65969 0.71379 2.23494 -0.2 -0.1 -0.1
C -0.45255 0.90523 3.58766 0.1 -0.1 0.1
C -1.45741 1.48203 4.35516 0.0 0.0 0.0
C -2.65990 1.85087 3.76611 0.0 0.0 0.0
C -2.86103 1.65858 2.40720 0.0 -0.1 0.0
P -1.74225 -1.91835 -0.50557 0.3 1.1 1.1
C -1.94288 -2.16383 1.29103 0.0 0.1 0.0
C -3.19885 -1.96154 1.86376 0.0 0.1 0.0
C -3.39545 -2.21928 3.20926 0.0 0.0 0.1
C -2.35037 -2.70603 3.98824 0.0 0.0 0.0
C -1.10288 -2.91304 3.42025 0.0 0.1 0.0
C -0.89579 -2.63329 2.07696 0.0 0.0 0.0
C -3.05748 -3.08496 -1.08396 0.4 -0.2 -0.5
C -4.33367 -2.63295 -1.43664 0.0 -0.1 0.1
C -5.32862 -3.53368 -1.78882 0.0 0.0 0.1
C -5.07824 -4.89843 -1.78065 0.0 0.0 0.0
C -3.83237 -5.35793 -1.38410 0.0 0.0 0.0
C -2.82798 -4.46538 -1.04042 0.0 0.1 0.0
H -3.40285 0.55520 -2.57615 -0.1 0.0 0.0
H -2.97391 -1.13927 -2.80114 0.0 0.0 0.0
H -1.70560 0.07065 -2.66808 0.1 0.1 0.0
H -4.79607 1.09688 -0.11160 0.0 0.0 0.0
H -6.40829 2.81100 -0.87174 0.0 0.0 0.0
H -5.59859 4.91915 -1.87816 0.0 0.0 0.0
H -3.17514 5.31210 -2.15791 0.0 -0.1 0.0
H -1.55061 3.57781 -1.40816 -0.1 0.0 0.0
H 0.15088 0.27687 1.64888 0.2 -0.1 0.0
H 0.48806 0.61583 4.04177 -0.1 0.0 0.0
H -1.29685 1.65105 5.41370 0.0 0.0 -0.1
H -3.44139 2.30268 4.36547 0.0 0.0 0.0
H -3.79243 1.97289 1.95663 0.0 0.0 0.0
H -4.02148 -1.60749 1.25264 0.0 0.0 0.0
H -4.36911 -2.04929 3.65299 0.0 0.0 0.0
H -2.51326 -2.92618 5.03650 0.0 0.0 0.0
H -0.28778 -3.29368 4.02420 0.0 0.0 0.0
H 0.08364 -2.77994 1.64494 0.0 0.0 0.1
H -4.57361 -1.58207 -1.41873 0.0 0.0 0.0
H -6.30599 -3.16054 -2.06850 0.0 0.0 0.0
H -5.85262 -5.59683 -2.07418 0.0 0.0 0.0
H -3.63315 -6.42183 -1.33849 0.0 0.0 0.0
H -1.87005 -4.85223 -0.73087 -0.1 0.0 0.0
O 2.44135 0.16280 -1.15805 0.2 0.1 0.1
N 2.26898 -0.18256 -2.32153 0.3 0.1 -0.2
O 1.06044 -0.42781 -2.59992 -1.2 0.0 1.0
O 0.66145 2.11582 -0.04921 0.0 -0.2 0.0
P 1.51939 3.32538 -0.28263 0.3 0.2 -0.1
N 0.78857 4.70873 0.24390 -0.4 -0.2 0.0
C -0.01419 4.67689 1.49101 0.3 0.2 0.0
C -0.96213 5.87629 1.36904 0.1 0.1 -0.1
C -0.28250 6.78483 0.33670 -0.1 -0.1 0.1
C 0.34617 5.79796 -0.63947 0.0 0.0 0.1
N 2.95128 3.19733 0.51711 0.0 0.0 0.4
C 3.25417 2.05377 1.39444 0.1 0.1 -0.1
C 3.37938 2.70042 2.76938 0.0 0.1 -0.1
C 4.09934 4.02428 2.46209 -0.1 -0.1 -0.1
C 3.70808 4.36803 1.00244 0.0 -0.2 0.1
N 1.83990 3.59342 -1.86405 0.1 -0.2 -0.1
C 3.14316 4.09303 -2.34650 -0.1 -0.1 -0.1
C 3.00277 4.04387 -3.86885 -0.1 -0.1 0.0
C 2.02999 2.88139 -4.10285 0.1 0.1 0.0
C 1.03084 3.03205 -2.96250 0.0 0.4 0.0
H 0.64272 4.77694 2.36211 0.0 0.0 0.0
H -0.55237 3.73181 1.59201 0.0 0.0 0.0
H -1.10739 6.37144 2.32814 -0.1 0.0 0.0
H -1.93820 5.55393 1.00185 0.0 0.0 0.0
H 0.49717 7.38027 0.81581 0.0 0.0 0.0
H -0.97923 7.46090 -0.15693 0.0 0.0 0.0
H 1.18519 6.22267 -1.18813 0.0 0.0 0.0
H -0.39685 5.46101 -1.37353 0.0 0.0 0.0
H 4.20029 1.59621 1.09056 0.0 0.0 0.0
H 2.47530 1.30171 1.31979 0.0 0.0 0.0
H 3.93068 2.08413 3.47984 0.0 0.0 0.0
H 2.37926 2.88947 3.16980 0.0 0.0 0.0
H 5.17830 3.88552 2.53375 0.0 0.0 0.0
H 3.82024 4.81709 3.15449 0.0 0.0 0.0
H 4.60045 4.52114 0.39166 0.0 0.0 0.0
H 3.09100 5.26302 0.93117 0.0 0.0 0.0
H 3.95267 3.44173 -2.00705 0.0 0.0 0.0
H 3.34031 5.10284 -1.97736 0.0 0.0 0.0
H 3.96669 3.88938 -4.35117 0.0 0.1 0.0
H 2.57159 4.97550 -4.24300 0.0 0.0 0.0
H 2.55557 1.92786 -4.02233 0.0 0.0 0.0
H 1.54266 2.92953 -5.07558 0.0 0.0 0.0
H 0.56537 2.09592 -2.66792 0.0 -0.1 0.1
H 0.22936 3.72735 -3.24711 0.0 0.0 0.0
Cl 1.34073 -5.45486 1.85221 -0.1 0.0 -0.2
C 2.81732 -4.57533 1.59871 0.1 0.0 0.0
C 3.11440 -3.54529 2.47689 -0.1 0.1 0.0
C 4.33066 -2.89398 2.40626 0.0 0.1 0.1
C 5.27481 -3.31210 1.48303 0.1 0.0 0.0
C 4.96382 -4.32776 0.60212 -0.1 0.1 -0.1
Cl 6.16069 -4.83878 -0.54653 0.0 0.0 0.0
C 3.70726 -4.95753 0.58535 -0.1 -0.2 -0.1
N 3.45882 -5.95292 -0.35334 -0.2 0.1 0.1
C 2.25991 -6.30713 -1.02304 0.2 0.1 0.1
C 2.00470 -7.66843 -1.18732 0.0 -0.1 0.1
C 0.86130 -8.11417 -1.82324 0.1 0.0 0.0
C -0.04259 -7.19427 -2.33544 -0.1 0.0 0.0
C 0.24392 -5.84492 -2.23847 0.0 0.1 0.0
C 1.39133 -5.37514 -1.59613 -0.1 0.1 -0.1
C 1.67658 -3.88754 -1.62334 -0.1 -0.3 0.4
C 0.79738 -3.01725 -0.75489 0.2 -0.2 0.2
O -0.44815 -3.30890 -0.70002 0.0 0.3 -0.5
O 1.30002 -2.01972 -0.18382 -0.4 0.5 -0.7
H 2.38948 -3.27584 3.23673 0.0 0.0 -0.1
H 4.55345 -2.07927 3.08441 0.0 -0.1 0.0
H 6.25301 -2.85162 1.43838 0.0 0.0 0.0
H 4.27227 -6.46879 -0.63534 0.1 0.0 -0.1
H 2.71317 -8.37908 -0.77611 -0.1 0.0 0.0
H 0.67324 -9.17681 -1.91219 0.0 0.0 0.0
H -0.94856 -7.52554 -2.83066 0.1 0.0 0.0
H -0.43118 -5.12099 -2.68402 0.1 -0.1 0.0
H 1.45684 -3.51336 -2.62838 0.1 0.1 -0.1
H 2.71029 -3.64812 -1.39588 0.1 0.0 0.0
```
Positions in Å, forces in eV/Å.

Its multiplicity is 2. The HOMO-LUMO gap (spin up / spin down) comes out at 5.829 / 6.607 eV. The total charge is +1. Its HOMO energy (spin up / spin down) is -9.831 / -9.833 eV.

Record 2
A molecular structure, C51H58AsN4OOsSTe at a distorted geometry, computed with ωB97M-V with the def2-TZVPD basis set.

Geometry as XYZ:
```
118
Properties=species:S:1:pos:R:3:forces:R:3
Os -1.84018 -0.35494 -1.09585 0.0 0.5 0.4
N 1.16915 -1.41760 -1.27901 0.3 -0.1 0.0
C 0.05940 -1.11243 -1.21073 -0.5 0.1 0.1
C -5.17612 -0.99710 3.77030 1.7 -0.5 0.0
C -5.19845 0.28304 4.54211 0.1 2.1 0.1
C -4.91849 1.55938 3.63834 0.6 -2.7 0.2
C -5.84888 1.76042 2.43270 1.7 0.7 -1.3
N -5.20550 1.35781 1.07612 1.0 1.1 0.2
C -4.09194 1.76476 0.40615 -2.1 -1.6 1.4
S -3.81385 1.02041 -1.17259 0.3 -0.2 -0.4
N -3.25502 2.64154 0.86021 0.7 2.3 0.4
C -3.42999 3.70094 1.96532 0.5 -2.6 -0.6
C -2.53243 4.86397 1.83054 -0.2 1.3 -1.5
C -1.09880 4.53312 2.14707 -0.1 -1.2 1.1
C -0.32130 3.45566 1.37353 0.3 2.3 -2.2
H -4.29223 -1.03543 3.08678 -0.5 0.0 0.5
H -6.02936 -1.11060 3.14493 -0.9 -0.3 -0.4
H -5.06953 -1.84292 4.46341 -0.3 0.1 -0.4
H -4.40018 0.32190 5.31848 -0.6 -0.2 -0.4
H -6.16571 0.45175 5.04742 0.4 -0.3 0.0
H -3.85642 1.38521 3.32428 -0.9 0.4 0.0
H -4.96242 2.41196 4.27252 0.1 0.8 0.4
H -6.12010 2.85000 2.43213 -0.3 -1.3 -0.5
H -6.68693 1.08753 2.36997 -0.6 0.2 0.7
H -5.66044 0.57774 0.63744 -0.1 0.0 -0.2
H -2.49743 2.84664 0.22763 0.0 0.0 -0.1
H -3.28621 3.13503 2.86759 0.4 0.2 0.6
H -4.42770 3.98587 1.95669 -1.8 0.6 -0.2
H -2.86900 5.58348 2.59503 0.0 -0.1 -0.4
H -2.73680 5.35868 0.81608 0.6 -0.6 1.2
H -1.13626 4.21227 3.21436 0.1 0.1 -0.5
H -0.46998 5.40116 2.16830 0.2 0.6 -0.2
H -0.73576 2.51419 1.09517 -0.7 -0.8 0.6
H 0.54622 3.32314 2.00668 0.6 -0.3 -0.6
H -0.09732 3.89682 0.30857 0.3 -0.6 2.0
C 1.47752 3.15336 -4.43230 -0.2 0.9 -0.4
C 1.76517 1.94757 -5.08383 -0.3 -0.7 2.2
C 1.11782 0.73025 -4.69612 -0.6 2.2 -0.5
C 0.00796 0.81746 -3.82395 0.2 0.2 -0.6
C -0.33820 2.06593 -3.26830 0.6 -0.2 0.2
C 0.43699 3.21742 -3.51237 -0.7 -1.6 -0.6
As -1.44665 -0.52250 -3.70435 0.6 0.9 -0.5
C -2.46068 0.20573 -5.20900 0.4 -1.5 -0.7
C -2.95845 1.46377 -5.19915 -0.4 3.2 2.1
C -3.59720 2.05946 -6.29446 0.0 -2.2 -1.3
C -3.70472 1.28457 -7.47213 0.1 -0.1 0.7
C -3.08454 0.01756 -7.52095 -0.7 1.1 -0.2
C -2.48888 -0.51992 -6.41597 0.6 0.5 1.0
C -0.88413 -2.25816 -4.34120 1.5 0.5 0.0
C 0.46717 -2.57699 -4.67342 -2.0 -1.0 0.3
C 0.75186 -3.91182 -4.93322 -0.2 0.5 -0.2
C -0.25829 -4.85142 -4.89925 -0.8 -1.2 0.5
C -1.57111 -4.55072 -4.56659 1.4 1.8 -0.2
C -1.87873 -3.21659 -4.30646 -0.3 -0.3 0.2
H 1.97493 4.11969 -4.72191 -0.3 -1.3 0.3
H 2.62888 1.96196 -5.69991 0.4 -0.4 -0.9
H 1.35438 -0.15809 -5.25429 0.1 -0.1 0.1
H -1.25351 2.14186 -2.65587 0.5 0.1 -0.2
H 0.07656 4.13182 -3.11233 0.1 0.8 0.4
H -2.79378 2.12221 -4.26113 -0.6 -1.2 -1.6
H -4.07671 3.00885 -6.28337 0.0 0.7 0.4
H -4.28227 1.62314 -8.34379 0.5 0.0 0.5
H -3.06630 -0.51997 -8.44340 -0.1 -0.3 -0.4
H -1.89705 -1.40745 -6.47881 -0.1 -0.7 -0.2
H 1.25058 -1.86993 -4.74466 0.4 0.5 0.3
H 1.75291 -4.20321 -5.18127 0.4 -0.1 -0.1
H -0.12776 -5.92215 -5.02148 0.8 0.2 -0.3
H -2.24627 -5.34297 -4.47888 -1.2 -0.8 0.0
H -2.88903 -2.90261 -4.05315 0.0 -0.2 0.0
C 8.70236 0.79871 1.31204 -0.8 -0.4 1.0
C 7.28388 0.51774 1.71029 -0.4 -0.5 -0.9
C 6.99051 -0.58843 2.54801 0.2 0.5 -0.8
C 5.69075 -0.99230 2.76033 -0.5 -0.2 -0.4
C 5.33064 -2.15345 3.66914 1.0 -0.2 -0.6
C 4.68485 -0.28768 2.04814 -0.5 0.3 0.2
Te 2.64802 -0.77970 2.24288 0.1 -0.3 0.1
N -1.72384 -0.31307 0.76128 -0.5 -1.2 -0.1
C -1.83721 -1.35297 1.75525 1.0 3.0 -0.7
O -2.30455 -2.41468 1.50918 -0.6 -1.5 -0.5
C -1.29801 -0.91340 3.03855 0.7 -0.2 3.2
C -1.27629 0.45477 3.47269 0.0 -0.4 -1.1
C -0.92765 0.83598 4.75900 0.5 -0.4 -0.1
C -0.41972 -0.13688 5.62027 0.2 0.7 -0.1
C -0.39834 -1.45104 5.24081 -0.6 -1.0 -1.3
C -0.88418 -1.90354 4.00690 -0.8 2.2 -0.6
C 2.52432 -2.74436 1.56971 1.0 0.1 -0.7
C 1.69150 -3.60747 2.25824 -1.4 0.2 1.9
C 1.47630 -4.89289 1.80808 -0.7 0.6 0.5
C 2.13822 -5.27858 0.68415 0.0 -3.3 -2.0
C 2.90350 -4.47091 -0.08615 0.6 3.2 1.7
C 3.17739 -3.15467 0.39160 0.2 0.0 -0.8
C 4.16908 -2.32262 -0.43301 -0.4 -1.0 -1.6
C 4.92975 0.82816 1.24601 0.9 0.8 0.3
C 3.90505 1.72755 0.60366 -1.1 -0.9 0.8
C 6.26633 1.23701 1.09757 -0.4 -0.8 0.6
H 9.18127 0.95148 2.26752 1.0 0.3 -0.1
H 8.77459 1.62855 0.63338 0.2 0.5 0.0
H 9.09187 -0.08146 0.82808 0.4 -0.3 -0.1
H 7.83152 -1.19177 2.88582 -0.2 0.2 0.4
H 6.23593 -2.74872 3.89081 -0.3 0.4 0.1
H 4.67683 -2.86740 3.13487 -0.1 0.5 0.7
H 4.96509 -1.73300 4.61419 -0.3 -0.5 -0.2
H -1.45950 1.26662 2.75567 -0.3 -0.6 0.2
H -0.97198 1.88332 5.06193 0.1 -0.3 -0.1
H 0.04816 0.11883 6.55462 -0.3 0.2 0.3
H -0.05776 -2.20992 5.89144 0.4 -0.5 0.9
H -1.01144 -2.96317 3.83985 0.1 0.0 -0.3
H 1.18119 -3.27689 3.21029 0.6 -0.3 -1.3
H 0.69321 -5.53132 2.20039 0.4 0.0 0.5
H 2.09427 -6.33054 0.29507 -0.5 1.0 0.6
H 3.33080 -4.72217 -1.01101 0.5 -0.8 -0.9
H 4.75457 -3.11308 -0.97959 -0.3 1.0 0.4
H 4.87979 -1.72015 0.11896 -0.1 0.0 0.2
H 3.67099 -1.69026 -1.24426 0.4 -0.8 1.3
H 3.86982 1.60044 -0.47396 0.1 0.3 -0.1
H 4.09195 2.74141 0.93218 0.2 0.3 -0.4
H 2.87799 1.50547 0.97018 0.4 0.1 -0.3
H 6.50569 2.09098 0.47852 0.0 0.0 -0.1
```
Positions in Å, forces in eV/Å.

Its multiplicity is 6. The HOMO-LUMO gap (spin up / spin down) comes out at 8.752 / 5.591 eV. The total charge is +2. Its HOMO energy (spin up / spin down) is -13.052 / -13.042 eV.

These records have energy relative to the best compared isomer or geometry (same formula, charge and spin) values of 2.252, 0.279 eV, in the order they appear.
These records have energy values of -4721.4849, -5264.3798 Eh, in the order they appear.